1.
Here is a 2-piece molecular cluster, C4H7FNO overall in a non-equilibrium geometry from the OMol25 dataset. Energies are from wB97M-V/def2-TZVPD.

Cartesian coordinates (Å):
C (-2.5902, 0.4796, -0.2622)
C (-1.4194, 0.2404, 0.3201)
C (-0.1771, 0.8655, -0.0036)
C (1.1497, 0.7061, 0.4090)
N (2.2568, -1.1921, -0.6855)
O (1.3578, -2.2147, -0.0405)
F (2.0135, 1.7086, -0.0670)
H (-3.4460, -0.0474, 0.1392)
H (-2.6791, 0.9420, -1.2967)
H (-1.6053, -0.2372, 1.2773)
H (0.5899, -1.7740, -0.2876)
H (-0.1461, 1.6796, -0.7318)
H (1.5835, 0.1009, 1.2815)
H (3.1119, -1.2573, -0.0522)

ΔE to the lowest compared entry with this formula, charge and spin: 155.5 kJ/mol
Molecular weight: 104.10 g mol⁻¹
HOMO (spin up / spin down): -0.0625 / -0.0625 hartree
Orbital gap (spin up / spin down): 5.8210 / 5.8185 eV
Total charge: -1
Energy: -10511.960 eV
Largest force on an atom: 2.957 eV/A

=====

2.
Here is one molecule with the formula C4H7FO in a non-equilibrium geometry from the OMol25 dataset. Energies are from wB97M-V/def2-TZVPD.

Cartesian coordinates (Å):
C (1.0110, -0.5962, 0.2664)
C (1.0450, 0.8479, -0.0410)
C (-0.1965, 0.3026, 0.5510)
C (-1.5083, 0.0906, -0.2618)
O (-2.0206, -1.1952, 0.0238)
F (-2.5631, 1.0013, 0.2314)
H (0.7603, -1.1475, -0.5953)
H (1.7094, -0.9334, 1.0524)
H (1.5401, 1.5935, 0.5125)
H (0.8750, 0.9123, -1.1225)
H (-0.3844, 0.5543, 1.6445)
H (-1.2908, 0.4911, -1.3550)
H (-2.9468, -1.1510, -0.4213)

Multiplicity: 3
ΔE to the lowest compared entry with this formula, charge and spin: 348.7 kJ/mol
<S²>: 2.005
Molecular weight: 90.10 g mol⁻¹
HOMO (spin up / spin down): -0.1109 / -0.4418 hartree
Orbital gap (spin up / spin down): 3.7865 / 6.7086 eV
Energy: -9017.120 eV
Largest force on an atom: 7.074 eV/A

=====

3.
Here is one molecule with the formula C4H7FO2 in a non-equilibrium geometry from the OMol25 dataset. Energies are from wB97M-V/def2-TZVPD.

Cartesian coordinates (Å):
O (-1.8509, -0.5855, 0.2338)
C (-0.6646, -1.2136, -0.2352)
C (0.5550, -0.3871, 0.0010)
F (1.7128, -0.9717, -0.4315)
C (0.7108, 0.4476, 1.1774)
C (0.4853, 1.1226, -0.2031)
O (-0.6280, 1.8172, -0.5620)
H (-2.5748, -1.2396, 0.3047)
H (-0.7829, -1.5044, -1.3055)
H (-0.5148, -2.1928, 0.2565)
H (-0.0614, 0.5958, 1.9195)
H (1.7085, 0.5260, 1.5662)
H (1.4531, 1.5068, -0.5894)
H (-1.3314, 1.3826, -0.0842)

ΔE to the lowest compared entry with this formula, charge and spin: 178.3 kJ/mol
Molecular weight: 106.10 g mol⁻¹
HOMO: -0.3316 hartree
Orbital gap: 9.5345 eV
Energy: -11072.233 eV
Largest force on an atom: 3.284 eV/A

=====

4.
Here is C4H7FO3Ru as an isolated structure in a non-equilibrium geometry from the OMol25 dataset. Energies are from wB97M-V/def2-TZVPD.

Cartesian coordinates (Å):
F (-1.6277, -0.8117, -1.4749)
O (2.4940, 1.5247, -0.1789)
C (3.0135, 0.4914, -0.7154)
O (2.1298, -0.5447, -0.5889)
C (2.0987, -1.5953, 0.4568)
C (-1.4750, -0.7810, -0.1094)
O (-0.9778, 0.4726, 0.2644)
C (-1.8929, 1.5768, 0.1264)
Ru (0.9134, 0.7490, 0.6998)
H (3.1140, -1.7090, 0.8751)
H (1.7074, -2.4572, -0.1113)
H (-0.7151, -1.5396, 0.1451)
H (-2.4666, -0.9276, 0.3379)
H (-1.3430, 2.4859, 0.3870)
H (-2.2295, 1.6521, -0.9130)
H (-2.7433, 1.4137, 0.7992)

Multiplicity: 6
ΔE to the lowest compared entry with this formula, charge and spin: 103.7 kJ/mol
<S²>: 8.763
Molecular weight: 223.16 g mol⁻¹
HOMO (spin up / spin down): -0.4801 / -0.4849 hartree
Orbital gap (spin up / spin down): 8.8373 / 6.6230 eV
Total charge: +1
Energy: -15687.876 eV
Largest force on an atom: 2.635 eV/A

=====

5.
Here is one molecule with the formula C4H7FS2 in a non-equilibrium geometry from the OMol25 dataset. Energies are from wB97M-V/def2-TZVPD.

Cartesian coordinates (Å):
C (0.5673, 2.2623, -0.3648)
C (0.3555, 0.8138, -0.4316)
S (-1.1464, 0.4473, 0.4339)
C (-1.2547, -1.2360, 0.7651)
S (-2.3960, -1.9254, 1.6285)
C (-0.0716, -2.1845, 0.2601)
F (0.2379, -1.8860, -1.0582)
H (-0.3231, 2.7863, -0.7050)
H (0.6262, 2.5493, 0.6726)
H (1.3863, 2.7022, -0.9955)
H (0.2742, 0.4401, -1.3971)
H (1.2362, 0.4668, 0.0518)
H (0.8513, -1.9997, 0.7882)
H (-0.3431, -3.2365, 0.3521)

ΔE to the lowest compared entry with this formula, charge and spin: 62.2 kJ/mol
Molecular weight: 138.23 g mol⁻¹
HOMO: -0.3238 hartree
Orbital gap: 8.6261 eV
Energy: -28648.355 eV
Largest force on an atom: 3.238 eV/A

=====

6.
Here is one molecule with the formula C4H7FS2 in a non-equilibrium geometry from the OMol25 dataset. Energies are from wB97M-V/def2-TZVPD.

Cartesian coordinates (Å):
F (0.0213, -1.5861, 1.4929)
C (0.0462, -0.7996, 0.3729)
C (-1.1800, 0.0203, 0.0751)
S (-2.3257, -0.5745, -1.1993)
C (-0.1179, 1.1699, -0.2506)
C (0.9237, 0.4325, 0.5996)
S (2.6933, 0.2957, 0.1998)
H (0.4577, -1.3639, -0.4993)
H (-1.7400, 0.3343, 0.9691)
H (-2.0426, -1.9152, -1.0514)
H (0.2100, 1.1015, -1.3283)
H (-0.3006, 2.1941, 0.0440)
H (0.8778, 0.7271, 1.6235)
H (2.4766, -0.0362, -1.0479)

ΔE to the lowest compared entry with this formula, charge and spin: 54.0 kJ/mol
Molecular weight: 138.23 g mol⁻¹
HOMO: -0.3441 hartree
Orbital gap: 10.1586 eV
Energy: -28648.439 eV
Largest force on an atom: 1.746 eV/A